Entry 1:
Formula: C4H7NO2
Source: the Open Molecules 2025 dataset
Level of theory: the ωB97M-V functional and the def2-TZVPD basis

Output
- multiplicity = 1
- charge = 0
- SMILES = OC12CN1C2.C=O
- energy above the lowest of the compared OMol25 structures with the same formula, charge and spin (kJ/mol) = 389.18
- LUMO energy (eV) = 0.863
- HOMO (Ha) = -0.3578
- energy (Ha) = -361.7326
- frontier orbital gap (eV) = 10.60
- max |F| (eV/Å) = 0.49

Last column: Mulliken charge in e.
Geometry (Å):
O 0.997 1.494 0.201  -0.51
C 0.796 0.384 -0.560  0.27
C 0.043 0.284 -1.800  -0.36
N -0.406 -0.473 -0.608  -0.36
C 0.928 -1.039 -0.276  -0.31
H 1.177 1.205 1.108  0.39
H -0.628 1.104 -2.048  0.24
H 0.440 -0.273 -2.651  0.21
H 0.997 -1.336 0.771  0.20
H 1.402 -1.715 -0.990  0.22
C -1.441 0.090 1.703  -0.03
O -0.573 -0.399 2.392  -0.45
H -1.369 1.127 1.331  0.25
H -2.362 -0.453 1.427  0.24



Entry 2:
Formula: C4H7NO2
Source: the Open Molecules 2025 dataset
Level of theory: the ωB97M-V functional and the def2-TZVPD basis

Output
- multiplicity = 1
- charge = 0
- energy above the lowest of the compared OMol25 structures with the same formula, charge and spin (kJ/mol) = 320.27
- LUMO energy (eV) = 0.685
- HOMO (Ha) = -0.3294
- energy (Ha) = -361.7589
- frontier orbital gap (eV) = 9.65
- max |F| (eV/Å) = 1.62

Last column: Mulliken charge in e.
Geometry (Å):
O -0.329 -0.014 -2.315  -0.53
C -0.853 -0.654 -1.225  -0.13
C -0.154 -1.560 -0.554  -0.74
N 0.909 -0.628 1.802  -0.52
C 0.804 0.631 1.889  -0.40
C -0.673 1.693 0.048  0.27
O -0.494 2.464 -0.768  -0.25
H -0.796 0.816 -2.464  0.36
H -1.886 -0.418 -0.964  0.41
H -0.583 -2.097 0.282  0.32
H 0.874 -1.770 -0.836  0.31
H 1.715 -0.874 1.225  0.25
H 1.495 1.354 1.435  0.29
H -0.031 1.057 2.446  0.37



Entry 3:
Formula: C4H7NO2
Source: the Open Molecules 2025 dataset
Level of theory: the ωB97M-V functional and the def2-TZVPD basis

Output
- multiplicity = 1
- charge = 0
- energy above the lowest of the compared OMol25 structures with the same formula, charge and spin (kJ/mol) = 495.15
- LUMO energy (spin up / spin down) (eV) = 0.109 / 0.109
- HOMO (spin up / spin down) (Ha) = -0.2959 / -0.2959
- energy (Ha) = -361.6923
- frontier orbital gap (spin up / spin down) (eV) = 8.16 / 8.16
- max |F| (eV/Å) = 0.64

Last column: Mulliken charge in e.
Geometry (Å):
C 1.401 -0.977 0.295  -1.19
C 0.441 0.120 -0.095  0.81
C 0.831 1.290 -0.607  -1.10
O -0.939 -1.961 -0.950  -0.61
C -0.996 -0.103 0.181  0.61
O -1.537 -1.250 0.146  -0.20
N -1.799 0.908 0.525  -0.39
H 2.423 -0.587 0.324  0.41
H 1.157 -1.388 1.281  0.27
H 1.319 -1.795 -0.420  0.30
H 0.121 2.048 -0.932  0.32
H 1.883 1.501 -0.774  0.28
H -2.773 0.698 0.686  0.25
H -1.431 1.807 0.783  0.23



Entry 4:
Formula: C4H7NO2
Source: the Open Molecules 2025 dataset
Level of theory: the ωB97M-V functional and the def2-TZVPD basis

Output
- multiplicity = 1
- charge = 0
- energy above the lowest of the compared OMol25 structures with the same formula, charge and spin (kJ/mol) = 525.70
- LUMO energy (spin up / spin down) (eV) = -0.444 / -0.444
- HOMO (spin up / spin down) (Ha) = -0.3150 / -0.3150
- energy (Ha) = -361.6806
- frontier orbital gap (spin up / spin down) (eV) = 8.13 / 8.13
- max |F| (eV/Å) = 0.37

Last column: Mulliken charge in e.
Geometry (Å):
O 2.136 0.195 0.849  -0.53
C 0.756 0.160 1.024  0.31
C -0.068 1.208 0.357  -0.68
N -1.147 0.608 -0.235  -0.17
C -1.161 -0.726 -0.058  -0.70
C 0.095 -1.139 0.510  0.62
O 0.655 -2.219 0.618  -0.64
H 2.392 -0.744 0.793  0.36
H 0.476 0.194 2.099  0.21
H 0.165 2.245 0.140  0.45
H -0.213 0.278 -3.310  0.16
H -1.477 1.400 0.564  0.35
H -0.655 -0.131 -2.874  -0.16
H -1.953 -1.328 -0.478  0.43



Entry 5:
Formula: C4H7NO2
Source: the Open Molecules 2025 dataset
Level of theory: the ωB97M-V functional and the def2-TZVPD basis

Output
- multiplicity = 1
- charge = 0
- SMILES = O=CCCNC=O
- energy above the lowest of the compared OMol25 structures with the same formula, charge and spin (kJ/mol) = 362.63
- LUMO energy (eV) = 0.646
- HOMO (Ha) = -0.3517
- energy (Ha) = -361.7427
- frontier orbital gap (eV) = 10.22
- max |F| (eV/Å) = 4.72

Last column: Mulliken charge in e.
Geometry (Å):
O 2.185 -0.347 -0.061  -0.52
C 1.399 -1.054 0.516  0.03
C 0.176 -0.943 1.400  -0.58
C -0.640 -1.152 -0.136  -0.75
N -0.861 0.070 -0.894  -0.39
C -0.832 1.329 -0.239  0.18
O -1.492 2.286 -0.480  -0.40
H 1.691 -2.114 0.529  0.41
H 0.223 0.001 1.938  0.34
H -0.219 -1.784 1.955  0.29
H -1.546 -1.704 0.144  0.38
H -0.189 -1.889 -0.821  0.45
H -0.095 -0.027 -1.555  0.33
H 0.104 1.413 0.375  0.22



Entry 6:
Formula: C4H7NO2
Source: the Open Molecules 2025 dataset
Level of theory: the ωB97M-V functional and the def2-TZVPD basis

Output
- multiplicity = 1
- charge = 0
- SMILES = CC=C=O.C#N.O
- energy above the lowest of the compared OMol25 structures with the same formula, charge and spin (kJ/mol) = 325.59
- LUMO energy (eV) = 0.714
- HOMO (Ha) = -0.3296
- energy (Ha) = -361.7568
- frontier orbital gap (eV) = 9.68
- max |F| (eV/Å) = 2.85

Last column: Mulliken charge in e.
Geometry (Å):
C -0.649 0.912 1.564  -0.89
C 0.386 0.938 0.450  -0.18
C 0.232 0.574 -0.782  0.49
O 0.247 0.071 -1.834  -0.42
H -0.374 -0.069 2.192  0.21
H -1.659 1.014 1.089  0.30
H -0.633 1.771 2.291  0.33
H 1.382 1.458 0.423  0.23
C -2.593 -2.147 -0.804  0.02
N -2.555 -1.351 0.020  -0.33
H -2.701 -2.965 -1.425  0.30
O 3.165 -0.445 -1.029  -0.62
H 3.529 0.467 -1.067  0.33
H 2.224 -0.229 -1.087  0.23



Entry 7:
Formula: C4H7NO2
Source: the Open Molecules 2025 dataset
Level of theory: the ωB97M-V functional and the def2-TZVPD basis

Output
- multiplicity = 1
- charge = 0
- energy above the lowest of the compared OMol25 structures with the same formula, charge and spin (kJ/mol) = 316.06
- LUMO energy (eV) = 0.605
- HOMO (Ha) = -0.3225
- energy (Ha) = -361.7605
- frontier orbital gap (eV) = 9.38
- max |F| (eV/Å) = 0.52

Last column: Mulliken charge in e.
Geometry (Å):
C 1.603 -1.440 1.096  -0.83
C 0.245 0.518 1.275  -0.43
N 0.555 -0.572 0.574  0.09
O -0.740 1.275 0.753  -0.16
C -1.510 0.902 -0.392  -0.59
C -0.752 1.174 -1.675  0.16
O -0.601 0.349 -2.545  -0.46
H 1.601 -1.343 2.182  0.32
H 1.406 -2.482 0.827  0.34
H 2.589 -1.152 0.719  0.29
H 0.166 -0.832 -0.332  0.21
H -1.836 -0.144 -0.362  0.43
H -2.393 1.549 -0.356  0.31
H -0.333 2.197 -1.763  0.34



Entry 8:
Formula: C4H7NO2
Source: the Open Molecules 2025 dataset
Level of theory: the ωB97M-V functional and the def2-TZVPD basis

Output
- multiplicity = 1
- charge = 0
- SMILES = C[C@@H](C=O)C(N)=O
- energy above the lowest of the compared OMol25 structures with the same formula, charge and spin (kJ/mol) = 51.87
- LUMO energy (eV) = 0.703
- HOMO (Ha) = -0.3629
- energy (Ha) = -361.8611
- frontier orbital gap (eV) = 10.58
- max |F| (eV/Å) = 0.53

Last column: Mulliken charge in e.
Geometry (Å):
C -0.905 -1.092 0.351  -1.16
C -0.404 0.221 -0.264  0.27
C -1.136 1.425 0.319  -0.11
O -1.971 1.339 1.186  -0.49
C 1.097 0.479 -0.099  0.41
N 1.912 -0.494 -0.593  -0.37
O 1.528 1.502 0.404  -0.62
H -1.233 -0.905 1.375  0.34
H -1.764 -1.479 -0.204  0.31
H -0.135 -1.868 0.372  0.33
H -0.597 0.235 -1.348  0.31
H -0.856 2.401 -0.114  0.34
H 1.558 -1.374 -0.928  0.20
H 2.906 -0.390 -0.456  0.25



Entry 9:
Formula: C4H7NO2
Source: the Open Molecules 2025 dataset
Level of theory: the ωB97M-V functional and the def2-TZVPD basis

Output
- multiplicity = 1
- charge = 0
- SMILES = O=C1CNC[C@@H]1O
- energy above the lowest of the compared OMol25 structures with the same formula, charge and spin (kJ/mol) = 135.32
- LUMO energy (eV) = 0.793
- HOMO (Ha) = -0.3373
- energy (Ha) = -361.8293
- frontier orbital gap (eV) = 9.97
- max |F| (eV/Å) = 0.52

Last column: Mulliken charge in e.
Geometry (Å):
O 2.082 0.256 -0.947  -0.59
C 1.090 0.006 -0.302  0.42
C 0.642 -1.336 0.226  -0.40
N -0.737 -1.140 0.662  -0.38
C -1.211 0.232 0.374  -0.66
C 0.032 1.055 0.019  0.34
O -0.119 1.917 -1.080  -0.54
H 0.760 -2.083 -0.569  0.24
H 1.297 -1.640 1.055  0.24
H -1.354 -1.831 0.258  0.27
H -1.701 0.635 1.266  0.24
H -1.933 0.265 -0.451  0.27
H 0.365 1.618 0.906  0.19
H 0.785 2.045 -1.417  0.34



Entry 10:
Formula: C4H7NO2
Source: the Open Molecules 2025 dataset
Level of theory: the ωB97M-V functional and the def2-TZVPD basis

Output
- multiplicity = 1
- charge = 0
- energy above the lowest of the compared OMol25 structures with the same formula, charge and spin (kJ/mol) = 341.24
- LUMO energy (spin up / spin down) (eV) = 0.120 / 0.119
- HOMO (spin up / spin down) (Ha) = -0.2889 / -0.2888
- energy (Ha) = -361.7509
- frontier orbital gap (spin up / spin down) (eV) = 7.98 / 7.98
- max |F| (eV/Å) = 0.33

Last column: Mulliken charge in e.
Geometry (Å):
O 2.311 0.070 0.972  -0.54
C 0.930 0.138 1.092  0.42
C 0.204 1.248 0.422  -0.60
N -0.885 0.717 -0.072  0.13
C -1.009 -0.661 0.011  -0.83
C 0.204 -1.129 0.574  0.44
O 0.726 -2.234 0.697  -0.67
H 2.487 -0.888 0.925  0.35
H 0.607 0.203 2.156  0.21
H 0.388 2.312 0.408  0.42
H -0.957 0.084 -3.273  0.13
H -1.618 1.303 -0.450  0.27
H -1.608 0.016 -2.922  -0.13
H -1.779 -1.177 -0.542  0.41



Entry 11:
Formula: C4H7NO2
Source: the Open Molecules 2025 dataset
Level of theory: the ωB97M-V functional and the def2-TZVPD basis

Output
- multiplicity = 1
- charge = 0
- SMILES = C[C@H]1[C@H](C=O)N1O
- energy above the lowest of the compared OMol25 structures with the same formula, charge and spin (kJ/mol) = 349.82
- LUMO energy (eV) = 0.907
- HOMO (Ha) = -0.3590
- energy (Ha) = -361.7476
- frontier orbital gap (eV) = 10.68
- max |F| (eV/Å) = 0.49

Last column: Mulliken charge in e.
Geometry (Å):
C -1.334 -1.445 -0.022  -1.26
C -0.309 -0.400 0.324  0.13
C 0.504 0.322 -0.709  0.01
C 1.942 0.533 -0.380  -0.11
O 2.815 0.127 -1.113  -0.49
N -0.619 0.967 -0.014  -0.34
O -0.221 1.854 1.018  -0.41
H -1.931 -1.102 -0.872  0.34
H -0.865 -2.398 -0.281  0.29
H -2.006 -1.605 0.827  0.33
H 0.204 -0.504 1.281  0.43
H 0.323 0.136 -1.765  0.37
H 2.179 1.037 0.576  0.37
H -0.894 2.544 0.943  0.34



Entry 12:
Formula: C4H7NO2
Source: the Open Molecules 2025 dataset
Level of theory: the ωB97M-V functional and the def2-TZVPD basis

Output
- multiplicity = 1
- charge = 0
- SMILES = C[C@H](C=O)NC=O
- energy above the lowest of the compared OMol25 structures with the same formula, charge and spin (kJ/mol) = 125.18
- LUMO energy (eV) = 0.878
- HOMO (Ha) = -0.3607
- energy (Ha) = -361.8332
- frontier orbital gap (eV) = 10.69
- max |F| (eV/Å) = 3.98

Last column: Mulliken charge in e.
Geometry (Å):
C -0.893 0.631 -0.973  -1.32
C 0.032 -0.392 -0.351  0.32
C -0.828 -1.608 0.119  -0.05
O -0.671 -2.041 1.185  -0.45
N 0.687 0.002 0.836  -0.18
C 1.508 1.065 0.906  0.01
O 1.557 1.937 0.056  -0.57
H -1.364 0.186 -1.929  0.32
H -1.736 0.814 -0.323  0.37
H -0.360 1.540 -1.143  0.39
H 0.700 -0.774 -1.146  0.23
H -1.686 -1.915 -0.515  0.33
H 0.833 -0.701 1.540  0.21
H 2.222 1.256 1.738  0.37